{"formula": "C44H121N9O13", "method": "ωB97M-V/def2-TZVPD", "symbols": ["O", "H", "C", "H", "H", "H", "H", "N", "O", "H", "C", "O", "H", "H", "H", "C", "H", "H", "H", "H", "H", "H", "H", "H", "O", "C", "H", "C", "H", "H", "C", "H", "O", "O", "H", "H", "H", "H", "C", "H", "H", "C", "C", "H", "H", "H", "H", "H", "H", "H", "H", "C", "H", "O", "C", "C", "H", "H", "H", "H", "H", "H", "H", "H", "H", "H", "H", "H", "H", "H", "C", "C", "H", "C", "H", "H", "C", "C", "H", "H", "H", "O", "H", "H", "H", "H", "C", "H", "C", "H", "H", "H", "N", "H", "H", "N", "O", "H", "H", "H", "H", "O", "O", "C", "H", "C", "H", "H", "C", "C", "N", "C", "H", "H", "H", "H", "H", "H", "C", "H", "H", "C", "H", "C", "H", "N", "H", "H", "C", "C", "H", "O", "H", "H", "H", "H", "H", "C", "H", "H", "H", "O", "H", "C", "H", "H", "C", "C", "C", "H", "H", "N", "H", "C", "C", "H", "C", "H", "H", "H", "H", "N", "H", "H", "C", "H", "H", "H", "C", "H", "H", "N", "H", "C", "H", "H", "C", "C", "H", "H", "N", "C", "H", "H", "C", "H", "H"], "coordinates": [[-4.0769, -21.8515, -9.0621], [-5.4181, -19.1195, -10.4410], [1.9139, -19.0899, -5.7129], [-2.1209, -23.1938, -13.1051], [-0.3632, -24.6780, -14.4156], [-2.6110, -21.6799, -7.6313], [-1.1049, -18.7764, -14.0323], [1.4492, -14.1468, -8.8773], [-2.1425, -17.7971, -11.6365], [3.4474, -22.2289, -12.1478], [7.3334, -18.4208, -7.9000], [1.2389, -19.9503, -9.7213], [-4.1136, -20.1474, -12.5093], [1.4918, -19.1836, -7.7151], [5.9762, -21.5282, -6.5505], [-2.9882, -16.8424, -10.9592], [-0.4660, -18.7812, -9.3071], [5.3367, -21.3912, -13.2915], [1.5706, -20.6161, -11.6583], [4.8076, -17.0572, -9.5707], [1.2136, -18.2587, -5.5332], [-8.0110, -22.5631, -10.3145], [3.9426, -25.3363, -8.8542], [-7.5231, -20.5167, -11.2035], [3.5467, -17.6895, -4.6380], [-8.3017, -23.1548, -11.1896], [4.7164, -22.5797, -11.0856], [3.8675, -17.2885, -10.0663], [5.9501, -20.3774, -14.5002], [-3.1690, -20.4781, -10.1798], [7.5820, -23.9395, -11.3872], [-1.5206, -15.3306, -10.6057], [6.7791, -26.0233, -12.1567], [3.6358, -16.5876, -11.2676], [8.5574, -25.2312, -12.8530], [-1.2939, -17.7215, -7.3746], [4.2003, -26.6328, -10.0398], [-2.1987, -15.2252, -12.2359], [-3.7300, -20.0330, -14.5833], [0.4334, -13.5504, -6.5284], [6.3498, -25.9911, -9.4754], [-0.7017, -19.5481, -14.6970], [-1.4664, -16.6569, -7.1631], [-6.6753, -21.9658, -13.7587], [6.1460, -20.5558, -8.9235], [1.9520, -19.6426, -3.5675], [0.9619, -23.4357, -14.6540], [0.4752, -14.5567, -13.7924], [0.5832, -14.5243, -9.2492], [-2.2857, -21.6454, -15.3363], [-3.2144, -18.0059, -14.9340], [7.5614, -24.8754, -12.5888], [-0.4445, -20.4631, -14.1399], [5.3848, -29.0768, -7.0311], [1.8200, -20.0778, -4.5589], [1.4179, -13.9967, -6.3965], [2.7017, -16.8043, -14.2636], [6.3999, -18.1177, -8.3802], [3.4739, -21.9733, -14.5278], [0.2361, -16.2850, -13.6437], [8.3333, -21.7978, -5.9878], [0.9891, -21.7761, -10.5875], [-5.5783, -21.9430, -11.1446], [4.8581, -19.7233, -13.2907], [7.9620, -22.9518, -11.6389], [2.0908, -17.7097, -12.0030], [-3.2613, -25.4759, -10.7089], [8.2627, -24.4199, -10.6814], [6.3895, -30.6334, -7.9067], [-2.4195, -16.3155, -7.5619], [3.1201, -21.3182, -10.2214], [3.7103, -20.9128, -14.6577], [4.7192, -28.7435, -8.8778], [4.8644, -17.2314, -4.5707], [2.2421, -13.2924, -6.2693], [-1.3782, -16.5627, -6.0734], [-1.3612, -23.3441, -12.3245], [5.2479, -26.8444, -8.0965], [-3.9755, -16.8405, -11.4271], [-0.6471, -20.5989, -9.6156], [-1.4786, -22.3895, -11.7946], [7.2173, -19.6814, -7.2810], [-6.1283, -20.3770, -9.3887], [3.1436, -26.9455, -8.7430], [-3.2000, -14.6967, -10.9822], [4.1111, -21.4545, -16.4377], [6.9485, -20.7246, -8.1861], [8.7167, -22.7094, -7.4558], [5.5087, -28.3336, -8.2345], [-1.2088, -26.7322, -11.2781], [6.5896, -26.5446, -12.9420], [-4.2323, -18.6946, -16.1492], [1.5633, -19.8083, -6.9248], [-2.7130, -18.1762, -12.3303], [5.0008, -26.6039, -7.0591], [-5.5054, -20.9607, -11.4051], [-0.0502, -23.3328, -12.8951], [-3.5175, -24.6572, -12.0706], [-0.0827, -25.9247, -12.3384], [4.6538, -30.9549, -7.5181], [3.2348, -17.6090, -6.6370], [-1.5422, -19.8146, -15.7846], [3.8178, -20.6147, -16.0716], [0.6457, -15.4086, -13.1313], [-1.6757, -26.1669, -12.9384], [3.6311, -22.4648, -11.0922], [4.0340, -19.0181, -6.2391], [6.5880, -23.9451, -10.9470], [-0.0350, -23.6432, -14.2770], [-0.1373, -19.6566, -9.8519], [-3.0005, -24.6284, -11.1988], [6.6213, -21.9674, -7.3208], [3.1796, -23.4270, -10.8540], [5.6877, -23.6241, -7.3144], [6.1804, -25.0709, -8.3379], [6.4749, -28.5309, -8.7068], [-3.8148, -19.8124, -8.7285], [2.7610, -15.1693, -7.6835], [-2.8626, -22.2718, -8.5202], [8.2472, -18.3226, -8.4960], [-4.5930, -20.7142, -14.6231], [-7.3016, -21.7875, -12.8828], [-1.1062, -24.3742, -10.4631], [4.0728, -26.4140, -8.9742], [5.7360, -30.9008, -6.2118], [2.8992, -15.8526, -13.9612], [-0.7404, -23.0326, -14.8547], [1.0784, -16.5095, -6.5271], [5.5808, -30.4547, -7.1948], [-4.0578, -20.5161, -9.5382], [5.0313, -22.5971, -8.3463], [-0.5228, -15.7948, -7.7759], [7.5144, -17.7050, -7.0886], [-3.1964, -20.7292, -16.4557], [5.0626, -16.2966, -5.1302], [2.4860, -14.6369, -12.4035], [0.7335, -20.3727, -6.8286], [7.9282, -22.4754, -6.7378], [3.1499, -16.9431, -9.3067], [2.8701, -20.3770, -14.2170], [0.2740, -19.1826, -15.0272], [-7.3080, -23.0092, -12.1802], [0.8457, -20.5611, -4.5800], [-4.1060, -18.6186, -15.0616], [7.7707, -23.4488, -6.2547], [-0.4005, -19.5350, -10.9104], [-2.6605, -20.6272, -15.5063], [-1.1344, -25.9410, -12.0197], [2.2944, -16.6723, -11.6925], [3.8865, -15.8318, -13.7338], [-2.9355, -23.3224, -8.2433], [6.4627, -26.0506, -8.4520], [2.6663, -21.1079, -8.3153], [-2.4308, -15.4460, -11.1934], [-5.3867, -20.1755, -10.1708], [-8.2957, -21.5558, -13.2863], [0.8193, -16.1435, -7.5283], [5.2562, -16.9693, -3.5900], [1.5909, -16.5279, -10.8576], [1.4068, -14.5059, -5.4275], [-0.0069, -15.1995, -12.2852], [-3.3575, -19.9718, -13.1755], [-6.6676, -19.6735, -12.5388], [6.9651, -24.4602, -13.4061], [-1.5384, -24.5703, -11.4462], [-2.0595, -22.2249, -9.2664], [-8.2475, -24.1888, -10.8440], [1.2656, -13.1855, -8.6121], [5.0291, -20.5741, -13.9563], [3.8092, -20.4750, -10.3037], [-2.4525, -20.3058, -12.8943], [5.9378, -23.0154, -8.1000], [3.6909, -18.3442, -10.2792], [-6.8271, -20.6310, -12.0443], [-9.3342, -22.9913, -11.5043], [2.7040, -20.7130, -4.6727], [2.0965, -15.5942, -12.7564], [3.2510, -18.3599, -5.8270], [2.6359, -22.6865, -8.7553], [7.8162, -20.9073, -8.8398], [3.1816, -21.8321, -8.8264], [1.7094, -20.9364, -10.6099], [-5.0008, -18.2293, -14.5880], [5.5078, -17.9457, -5.1015], [1.7053, -14.8937, -7.6091], [-2.9529, -17.1249, -9.9089], [1.0440, -16.9786, -8.2070]], "forces_ev_per_a": [[-1.05, -0.01, 0.09], [0.03, 0.10, 0.14], [-0.85, 0.84, 0.71], [-0.02, -0.79, -0.11], [0.41, -0.11, -0.25], [0.19, 0.02, -0.05], [-0.09, -0.22, 0.12], [-0.10, -0.39, 0.58], [-0.76, 0.22, 0.00], [-0.35, -0.24, 0.07], [0.46, 0.53, 1.24], [0.47, 1.14, 0.26], [0.47, -0.58, -0.28], [-0.17, -0.20, -0.16], [0.02, -0.37, 0.27], [1.11, 0.22, -1.36], [0.23, -0.04, 0.32], [-0.24, 0.01, 0.05], [0.58, 0.35, 0.06], [0.48, -0.13, -0.84], [-0.25, -0.21, 0.20], [-0.52, 0.25, 0.00], [-0.26, -0.01, -0.11], [-0.37, 0.38, -0.32], [-0.12, -0.21, 1.00], [0.69, -0.46, 0.80], [-0.01, 0.03, 0.60], [-1.16, 0.28, 0.20], [-0.52, 0.13, -0.85], [-0.36, 0.48, -0.67], [0.60, -1.01, -0.34], [-0.10, 0.41, 0.07], [0.29, 0.04, -0.01], [0.69, 0.44, 0.38], [0.01, 0.34, -0.38], [0.00, 0.10, -0.34], [0.54, 0.13, 0.04], [0.08, -0.60, -0.11], [0.18, -0.19, 1.11], [0.16, 0.37, 0.03], [0.93, -0.64, -0.05], [0.65, -0.01, 0.53], [0.52, 0.28, 0.09], [0.24, 0.10, 0.13], [-0.36, 0.54, 0.54], [-0.17, 0.39, -0.17], [0.11, -0.30, 0.00], [0.44, -0.06, -0.18], [-0.04, 0.36, -0.15], [-0.37, 0.05, 0.91], [-0.27, 0.34, 0.29], [-1.39, -0.41, 0.62], [-0.36, -0.01, 0.17], [0.33, 0.86, 0.71], [1.09, 0.58, 0.19], [0.55, -0.43, 0.24], [0.08, 0.09, -0.20], [0.22, -0.13, -0.45], [0.02, -0.02, -0.06], [0.06, -0.07, 0.07], [-0.04, 0.09, -0.06], [0.48, -0.40, 0.36], [0.37, 0.01, -0.02], [0.24, 0.10, -0.08], [-0.18, 0.09, 0.07], [-0.08, 0.11, -0.60], [0.13, 0.04, 0.14], [-0.09, 0.34, 0.31], [0.09, -0.35, 0.18], [-0.20, -0.29, 0.36], [0.34, -2.04, 0.29], [0.98, -0.09, -0.85], [0.16, 0.00, -0.44], [1.25, 0.57, -1.48], [-0.38, 0.50, -0.31], [-0.39, 0.12, -0.04], [0.95, 0.58, -0.57], [0.35, 0.41, 0.11], [-0.27, -0.46, 0.52], [-0.54, 0.35, 0.65], [0.16, -0.37, 0.62], [-0.37, 0.28, -0.45], [-0.40, -0.03, -0.28], [0.01, 0.20, 0.41], [0.25, 0.06, 0.66], [0.04, 0.26, -0.41], [0.08, -1.14, -0.47], [-0.26, 0.39, -0.40], [-0.80, -1.03, -0.32], [-0.36, 0.01, 0.01], [0.01, -0.11, 0.09], [-0.41, 0.34, 0.10], [1.00, 0.39, -0.11], [0.42, -0.50, 0.01], [0.02, -0.27, 0.07], [-1.70, 0.12, 0.14], [-0.16, 0.50, -0.21], [0.13, 0.06, -0.08], [0.00, -0.03, 0.19], [0.11, 0.17, -0.53], [-0.57, 0.08, -0.09], [0.01, 0.37, -0.36], [-0.52, -0.48, 0.70], [-0.75, 0.09, -0.22], [-0.40, -0.09, 0.23], [0.29, 0.59, -1.30], [0.20, -0.38, 0.89], [0.01, 0.43, 0.04], [-0.52, -0.03, 0.22], [0.11, -1.69, -1.55], [-0.27, 0.38, 0.41], [1.08, 1.32, -1.15], [-0.16, 0.06, 0.05], [-0.16, -0.39, -0.48], [0.51, -0.16, 0.67], [0.13, 0.13, 0.04], [-0.25, -0.04, 0.25], [-0.07, -0.34, 0.58], [0.23, -0.16, -0.05], [-0.38, -0.29, -0.60], [-0.01, 0.11, -0.46], [-0.34, 0.19, -0.87], [0.44, -0.17, -0.15], [-0.47, -0.14, -0.02], [0.59, 0.19, -0.03], [-0.27, -0.33, -0.11], [0.08, 0.18, 0.17], [-0.89, -0.19, 0.18], [-0.74, -0.06, 0.08], [1.28, -0.08, 0.56], [0.07, -0.16, -0.25], [0.00, -0.03, 0.47], [-0.23, -0.09, 0.02], [0.26, 0.13, -0.18], [-0.67, -0.02, -0.18], [-0.11, -0.16, 0.57], [-0.15, 0.16, 0.01], [-0.05, -0.97, 0.78], [-0.30, -0.28, -0.11], [0.07, 0.29, -0.22], [-0.23, 0.08, -0.52], [-0.21, -0.23, -0.32], [0.21, -0.45, -0.06], [0.71, -1.13, -1.10], [-0.13, 0.17, 0.22], [0.11, 0.56, 0.01], [-0.33, 0.02, -0.93], [1.71, 1.03, -0.52], [-0.14, 0.24, 0.50], [-0.03, -0.01, 0.12], [-0.27, 0.04, 0.07], [-1.31, 0.31, -1.04], [0.25, -0.48, 0.72], [-0.28, 0.25, 0.19], [1.33, -0.60, -0.28], [-0.11, -0.06, 0.13], [0.87, -0.18, 0.03], [-0.59, -0.69, 0.40], [0.20, 0.32, 0.13], [-0.06, -0.42, -0.23], [0.27, -0.26, 0.27], [0.04, 0.98, 0.32], [-0.53, -0.09, -0.40], [0.69, 0.32, -0.31], [-2.30, -0.76, -0.04], [0.06, 0.23, 0.05], [0.04, -0.04, -0.18], [-0.06, 0.04, -0.35], [-0.07, -0.16, 1.74], [-0.22, 0.11, 0.04], [-0.10, -0.33, -0.03], [-0.26, 0.58, 1.20], [0.33, -0.22, 0.53], [1.31, -0.51, 1.52], [0.11, 0.43, -0.27], [-0.54, -0.71, -0.01], [0.38, -0.07, -0.54], [0.16, -0.04, -1.49], [-0.09, 0.04, -0.13], [0.17, -0.09, 0.26], [-0.38, 1.50, -0.34], [-1.23, 0.10, -0.47], [0.08, 0.11, 0.14], [0.24, -0.16, 0.58], [-0.46, 0.25, -1.00], [-0.56, 0.23, 0.15], [0.51, 0.29, -0.23]], "lowdin_charge": [-0.19, 0.12, -0.44, 0.12, 0.08, 0.09, 0.07, 0.05, -0.13, 0.05, -0.11, -0.24, 0.04, 0.04, 0.13, -0.28, 0.08, 0.05, 0.12, 0.08, 0.11, 0.08, 0.06, 0.10, -0.16, -0.10, 0.06, -0.09, 0.08, 0.11, -0.09, 0.06, -0.12, -0.18, 0.11, 0.08, 0.08, 0.07, -0.40, 0.08, 0.05, -0.11, -0.09, 0.12, 0.11, 0.08, 0.09, 0.08, 0.05, 0.10, 0.07, -0.29, 0.08, -0.19, -0.05, -0.06, 0.06, 0.07, 0.09, 0.07, 0.08, 0.13, 0.11, 0.07, 0.07, 0.13, 0.07, 0.08, 0.09, 0.09, -0.39, -0.30, 0.12, -0.11, 0.08, 0.09, -0.20, -0.41, 0.11, 0.07, 0.11, -0.19, 0.13, 0.08, 0.08, 0.08, -0.22, 0.08, -0.21, 0.08, 0.07, 0.08, 0.06, 0.03, 0.14, -0.06, -0.21, 0.07, 0.07, 0.08, 0.11, -0.17, -0.09, -0.06, 0.08, -0.05, 0.13, 0.04, -0.10, -0.08, 0.03, -0.42, 0.08, 0.07, 0.00, 0.12, 0.12, 0.12, -0.13, 0.09, 0.13, -0.23, 0.13, -0.08, 0.08, 0.04, 0.06, 0.10, -0.13, -0.23, 0.03, -0.20, 0.08, 0.12, 0.09, 0.14, 0.08, -0.06, 0.06, 0.09, 0.09, -0.19, 0.08, -0.04, 0.08, 0.08, -0.20, -0.06, -0.21, 0.07, 0.09, 0.04, 0.04, -0.09, -0.19, 0.12, -0.23, 0.09, 0.11, 0.08, 0.04, 0.05, 0.12, 0.10, -0.40, 0.06, 0.09, 0.06, -0.08, 0.12, 0.05, 0.04, 0.07, -0.18, 0.09, 0.09, -0.42, -0.22, 0.08, 0.13, 0.05, -0.20, 0.07, 0.08, -0.40, 0.09, 0.11], "e_homo_ev": -8.817, "spin_multiplicity": 1, "homo_lumo_gap_ha": 0.3381, "relative_energy_kj_mol": 615.45, "smiles": "COC[C@H](C)N.COC[C@H](C)N.COC[C@H](C)N.COC[C@H](C)N.COC[C@H](C)N.COC[C@H](C)N.COC[C@H](C)N.COC[C@H](C)N.COCCNCCOC.CCO.CCO.CCO", "total_energy_ev": -87610.2385, "charge": 0}